The following is a DFT calculation (ωB97M-V with the def2-TZVPD basis set) of a structure of composition C44H58BrFN5O5SSiTeZr.

The calculation puts the HOMO-LUMO gap at 4.5 eV. Its relative energy (zero: lowest compared OMol25 entry of this formula, charge and spin) is 124.96 kJ/mol. The net charge is +1. The LUMO energy comes out at -3.4 eV.

Last column: Mulliken charge in e.
Element x y z (Å)
Zr: 0.4617 -1.4907 -2.2632  -1.307
C: 5.1872 -2.4095 3.5788  -0.974
C: 3.7131 -2.2733 3.9214  -1.041
N: 2.9387 -1.6979 2.8137  0.119
C: 2.3330 -2.5342 1.9484  -0.177
C: 1.6692 -2.1450 0.8236  -0.043
C: 1.0219 -3.2262 -0.0278  0.125
O: 1.4834 -4.3425 -0.0338  -0.699
O: -0.0290 -2.7798 -0.6588  -0.376
C: 1.6317 -0.7627 0.4942  1.171
O: 1.1670 -0.2964 -0.5785  0.800
C: 2.2782 0.1439 1.4204  1.109
C: 2.2893 1.5128 1.1254  -0.469
C: 2.9556 2.3671 1.9493  0.432
F: 3.0226 3.6799 1.6358  -0.363
C: 3.6205 1.9205 3.1010  -1.735
C: 3.6050 0.5736 3.3944  -0.807
C: 2.9447 -0.3380 2.5547  0.348
N: 4.3473 2.7985 3.9598  0.334
C: 5.7849 2.8140 3.7468  -0.440
C: 6.4784 3.3429 4.9874  -0.720
N: 5.9344 4.7145 5.2935  -0.154
C: 4.4359 4.6862 5.4634  -0.952
C: 3.8274 4.1337 4.1891  -0.534
H: 5.7279 -2.8334 4.4247  0.409
H: 5.6344 -1.4464 3.3307  0.250
H: 5.3228 -3.0695 2.7225  0.338
H: 3.5485 -1.6658 4.8107  0.432
H: 3.2743 -3.2465 4.1325  0.506
H: 2.4046 -3.5914 2.1728  0.624
H: 1.8037 1.8650 0.2256  0.323
H: 4.1091 0.2432 4.2908  0.555
H: 6.0635 3.4311 2.8757  0.254
H: 6.1451 1.8058 3.5506  0.383
H: 7.5552 3.4313 4.8586  0.410
H: 6.2548 2.7280 5.8573  0.352
H: 6.1631 5.3422 4.5179  0.401
H: 6.3834 5.1005 6.1248  0.349
H: 4.1084 5.7032 5.6699  0.427
H: 4.2350 4.0462 6.3204  0.361
H: 4.0395 4.8257 3.3614  0.407
H: 2.7455 4.0977 4.3070  0.494
N: -1.2152 -2.5909 -3.6405  -0.277
C: -0.5137 -3.1356 -4.7983  0.454
C: -1.1405 -3.4526 -5.9908  -0.732
C: -0.3927 -3.9296 -7.0552  -0.801
C: 0.9787 -4.0824 -6.9091  -0.809
C: 1.6202 -3.7685 -5.7185  1.021
C: 3.0581 -3.9008 -5.5361  -1.064
C: 3.6236 -3.5429 -4.3873  -0.652
C: 2.8533 -2.9939 -3.2500  -0.003
N: 1.4135 -2.9627 -3.4063  0.181
C: 0.8600 -3.2837 -4.6415  -0.073
H: -1.8557 -1.8632 -3.9480  0.404
H: -1.7409 -3.3271 -3.1732  0.204
H: -2.2115 -3.3152 -6.0853  0.446
H: -0.8746 -4.1734 -7.9916  0.398
H: 1.5730 -4.4482 -7.7382  0.408
H: 3.6495 -4.2982 -6.3514  0.388
H: 4.6921 -3.6387 -4.2356  0.444
H: 3.1334 -3.5098 -2.3324  0.380
Te: 3.3885 -0.9081 -2.7426  -0.140
C: -5.6797 -2.5154 0.3680  -1.664
C: -4.5784 -2.0527 -0.6013  2.700
C: -5.2267 -1.7855 -1.9677  -2.111
C: -3.5665 -3.2060 -0.7613  -1.610
Si: -3.7449 -0.4571 0.0450  -1.529
Br: -1.9984 -0.0768 -1.4024  0.361
C: -4.7482 1.1634 -0.1882  2.572
C: -6.1399 1.0248 0.4524  -1.818
C: -4.9523 1.5554 -1.6621  -1.710
C: -4.0184 2.3451 0.4706  -1.901
C: -2.9211 -0.6408 1.7705  3.200
C: -1.7309 0.3132 1.9588  -1.855
C: -3.9528 -0.3647 2.8778  -1.860
C: -2.3788 -2.0627 1.9753  -2.175
H: -6.1428 -3.4255 -0.0254  0.523
H: -6.4705 -1.7749 0.4896  0.294
H: -5.2847 -2.7595 1.3557  0.293
H: -5.5680 -2.7342 -2.3914  0.621
H: -4.5338 -1.3322 -2.6805  0.319
H: -6.0991 -1.1384 -1.8835  0.360
H: -3.9465 -3.9143 -1.5033  0.664
H: -3.4279 -3.7598 0.1647  0.278
H: -2.5776 -2.8756 -1.0850  -0.178
H: -6.7633 0.3129 -0.0902  0.343
H: -6.6475 1.9929 0.4083  0.527
H: -6.1064 0.7216 1.5001  0.296
H: -5.5684 0.8465 -2.2095  0.287
H: -4.0117 1.6800 -2.1994  0.167
H: -5.4673 2.5203 -1.6871  0.578
H: -3.9270 2.2407 1.5511  0.291
H: -4.5895 3.2580 0.2795  0.648
H: -3.0216 2.4930 0.0474  0.224
H: -1.9937 1.3624 1.8383  0.228
H: -0.9299 0.0855 1.2535  0.017
H: -1.3381 0.1795 2.9733  0.582
H: -4.2673 0.6782 2.9062  0.325
H: -3.5034 -0.5980 3.8486  0.551
H: -4.8471 -0.9843 2.7821  0.369
H: -1.6777 -2.3546 1.1905  0.257
H: -3.1727 -2.8071 2.0257  0.281
H: -1.8484 -2.0963 2.9334  0.674
O: -0.3665 6.1656 -1.2283  -0.496
C: -1.3262 5.5169 -1.9405  0.506
O: -2.4074 6.0161 -2.0712  -0.571
C: -0.9436 4.1968 -2.5140  0.627
C: 0.1120 3.4297 -2.0246  -1.060
C: 0.3971 2.1917 -2.5698  0.120
C: -0.3654 1.6763 -3.6213  0.163
S: -0.0624 0.0818 -4.2945  -0.457
C: -1.3987 2.4666 -4.1327  -0.633
C: -1.6932 3.6974 -3.5774  -0.693
H: 0.4762 5.7105 -1.3398  0.362
H: 0.7063 3.7663 -1.1797  0.438
H: 1.2255 1.6132 -2.1802  0.249
H: -1.9912 2.0902 -4.9566  0.447
H: -2.5133 4.2913 -3.9586  0.479

Atomic forces in eV per Å
0.7643 0.1671 -1.5101
0.0276 -0.0116 0.0294
-0.0548 0.0081 0.0175
0.0123 -0.0226 -0.0913
0.0534 0.0312 0.0008
0.0036 -0.0304 0.0997
0.3004 0.3110 0.5239
-0.2537 -0.0227 0.0414
0.0539 -0.0794 -0.4761
0.0751 -0.1397 -0.2149
-0.4386 -0.0667 0.5344
0.0391 0.1087 0.0545
0.0408 -0.0505 0.0568
0.0521 0.0035 -0.0312
-0.0160 -0.0238 -0.0080
-0.0354 0.0209 0.0080
-0.0637 0.0039 -0.0143
0.0046 0.0444 0.0365
0.0672 -0.0873 0.0461
0.0221 0.0498 -0.0554
-0.0160 0.0336 0.0221
0.0129 0.0330 -0.0290
0.0297 0.0115 0.0106
-0.0523 0.0329 0.0337
0.0027 0.0004 -0.0028
-0.0090 0.0079 0.0042
-0.0131 -0.0015 -0.0039
0.0190 -0.0055 0.0014
0.0238 -0.0091 -0.0059
-0.0050 -0.0056 -0.0039
-0.0244 0.0005 0.0019
0.0127 0.0224 0.0053
0.0068 -0.0103 -0.0010
-0.0124 -0.0094 0.0244
-0.0024 -0.0049 -0.0246
0.0246 -0.0268 -0.0160
0.0084 0.0020 0.0131
-0.0152 -0.0273 0.0112
-0.0160 -0.0037 -0.0140
-0.0289 0.0038 -0.0059
-0.0006 -0.0096 0.0060
0.0035 -0.0078 0.0048
0.1489 -0.1224 0.0928
0.0994 0.0146 -0.0649
-0.1063 0.0311 0.1143
-0.0204 -0.0213 -0.0422
0.0185 0.0095 0.0211
-0.2044 0.0707 -0.0864
0.0502 -0.0185 0.0837
0.0845 0.0389 -0.0539
0.0117 -0.1758 0.0807
0.0037 0.3189 -0.0555
0.0063 -0.3295 0.1471
-0.0579 -0.0533 0.0806
-0.0168 0.0603 0.0383
-0.0037 -0.0012 -0.0052
0.0011 0.0055 0.0003
0.0003 -0.0032 -0.0014
0.0033 -0.0019 -0.0025
-0.0005 0.0284 0.0037
-0.1132 -0.1495 -0.0597
-0.3300 -0.0929 0.3172
-0.0230 -0.0394 0.0116
0.0238 0.0090 0.0769
0.0108 0.0147 -0.0192
0.0575 0.0344 -0.0603
-0.0515 0.0090 0.1539
-0.1466 0.0740 -0.0830
0.0128 -0.0088 -0.0032
-0.0200 -0.0121 -0.0019
0.0136 0.0035 -0.0267
0.0400 0.0032 0.0096
-0.0450 0.0252 0.0019
0.0090 -0.0206 -0.0253
-0.0222 -0.0189 0.0186
0.0137 -0.0020 -0.0272
-0.0019 0.0024 -0.0100
0.0019 0.0033 0.0107
-0.0014 0.0101 -0.0053
-0.0169 -0.0006 0.0083
0.0063 -0.0158 -0.0056
0.0013 0.0309 -0.0008
-0.0186 -0.0134 0.0144
0.0192 0.0171 -0.0086
-0.0341 -0.0321 -0.0153
-0.0033 -0.0118 0.0079
0.0035 0.0076 -0.0001
0.0074 -0.0048 -0.0075
0.0083 -0.0277 -0.0125
0.0082 0.0085 0.0240
-0.0154 -0.0021 0.0008
-0.0047 -0.0075 0.0040
0.0021 0.0019 -0.0042
-0.0008 -0.0003 -0.0015
-0.0024 0.0062 -0.0060
0.0060 0.0075 0.0028
-0.0001 0.0027 0.0069
-0.0087 -0.0026 -0.0059
0.0092 0.0099 0.0024
0.0060 -0.0010 -0.0040
-0.0057 -0.0015 0.0030
0.0067 0.0117 -0.0006
0.0115 0.0033 0.0049
0.0111 -0.0147 0.0116
-0.0117 0.0234 -0.0070
0.0011 -0.0095 0.0339
0.0295 -0.0684 -0.0009
-0.0786 0.0136 0.0074
0.1078 0.0024 -0.0168
0.1108 0.0786 0.0110
-0.1309 0.0126 0.2610
-0.0961 -0.0052 0.0416
0.0116 0.0053 0.0029
-0.0092 0.0287 -0.0158
-0.0048 0.0367 -0.0115
0.0120 -0.0261 -0.0384
0.0127 -0.0141 -0.0026
0.0006 0.0147 0.0080